1.
A cluster of 3 separate species, C3H12NO2 in total. Source: the OMol25 dataset; level of theory: wB97M-V/def2-TZVPD.

Charge   +1
Calculated total energy   -326.46282 hartree
HOMO-LUMO gap   11.02 eV
Energy relative to the best compared isomer or geometry (same formula, charge and spin)   1.3682 eV
LUMO level   -3.33 eV

Geometry as XYZ:
```
18
Properties=species:S:1:pos:R:3:forces:R:3:lowdin_charge:R:1
C 1.46148 0.03890 0.74849 -0.064 1.275 0.488 -0.04
C 1.67294 0.53061 -0.66740 -0.140 -2.506 0.379 -0.31
C 2.76885 0.15282 -1.32518 -0.332 1.492 -0.376 0.11
N 0.41507 0.65985 -1.46259 -0.089 -0.530 0.036 0.21
H 1.02709 0.77342 1.43112 -0.012 -0.097 -0.067 0.08
H 0.81518 -0.84281 0.74403 -0.030 0.144 -0.206 0.10
H 2.41588 -0.28162 1.14195 0.200 0.054 0.126 0.09
H 2.74836 -0.07616 -2.38555 0.291 0.465 -0.111 0.08
H 3.71654 0.28856 -0.82004 0.046 -0.908 0.054 0.10
H 0.59090 0.20727 -2.36170 -0.237 0.603 -0.277 0.16
H 0.12397 1.63676 -1.53887 0.198 -0.039 -0.435 0.18
H -0.41194 0.19784 -1.04461 0.133 0.085 0.541 0.12
H -2.39763 -0.09801 0.70541 0.212 0.285 -0.143 0.03
H -1.71670 1.28736 0.96258 -0.176 -0.194 -0.033 0.07
O -1.71042 0.52133 0.37560 -0.158 -0.273 0.038 -0.06
H -4.40462 -2.03842 1.49843 0.302 0.302 -0.817 0.07
H -3.51300 -1.47296 2.47774 0.586 0.357 0.292 0.05
O -3.60195 -1.48475 1.52059 -0.730 -0.517 0.511 -0.05
```
Forces are in eV/Å.


2.
A cluster of 3 separate species, C3H12NO2 in total. Source: the OMol25 dataset; level of theory: wB97M-V/def2-TZVPD.

Charge   +1
Calculated total energy   -326.36426 hartree
HOMO-LUMO gap   7.49 eV
Energy relative to the best compared isomer or geometry (same formula, charge and spin)   4.0503 eV
LUMO level   -4.91 eV

Geometry as XYZ:
```
18
Properties=species:S:1:pos:R:3:forces:R:3:lowdin_charge:R:1
C 2.37343 0.11463 1.00433 1.934 1.921 0.853 -0.04
C 1.50255 0.24502 -0.14397 -0.490 -0.261 -1.906 -0.31
C 1.42802 -0.51511 -1.29317 -0.562 0.630 0.018 0.07
N 0.45611 1.34877 -0.06896 -0.766 -2.305 1.368 0.22
H 2.76940 1.11265 1.30511 -0.156 -0.551 0.234 0.10
H 1.77884 -0.26465 1.85137 -0.100 0.062 -0.192 0.12
H 3.24446 -0.55748 0.94021 -0.617 0.113 -0.567 0.11
H 0.54377 -1.07209 -1.58397 -1.188 1.417 -0.247 0.06
H 1.96293 -0.16382 -2.16461 2.163 -1.764 0.150 0.09
H 0.71075 2.13035 -0.66716 0.377 -0.007 0.116 0.18
H 0.31746 1.62266 0.90735 -0.442 0.448 -0.244 0.16
H -0.44113 0.95771 -0.44414 -0.282 0.446 0.483 0.12
H -2.40413 -0.24754 0.20437 0.363 1.031 -0.125 0.00
H -2.97167 1.25926 0.30374 -0.084 -0.074 -0.053 0.06
O -2.18007 0.72841 0.18860 0.149 -0.380 0.048 -0.09
H -1.65979 -2.37455 0.50721 -0.339 -0.219 0.247 0.08
H -3.18230 -1.96141 0.34815 0.146 -0.676 0.155 0.08
O -2.28608 -1.83569 0.01660 -0.108 0.168 -0.337 -0.02
```
Forces are in eV/Å.


3.
A cluster of 3 separate species, C3H12NO2 in total. Source: the OMol25 dataset; level of theory: wB97M-V/def2-TZVPD.

Charge   +1
Calculated total energy   -326.47365 hartree
HOMO-LUMO gap   11.23 eV
Energy relative to the best compared isomer or geometry (same formula, charge and spin)   1.0737 eV
LUMO level   -3.13 eV

Geometry as XYZ:
```
18
Properties=species:S:1:pos:R:3:forces:R:3:lowdin_charge:R:1
C 2.61246 0.20049 -0.48623 -1.531 -0.538 -0.307 -0.06
C 1.44548 0.22697 0.46724 0.525 0.789 1.171 -0.13
C 0.97375 -0.74771 1.23509 0.243 -0.306 -0.826 -0.09
N -0.38341 -0.64992 1.80343 0.069 0.755 0.395 0.18
H 3.53391 0.60898 -0.08392 0.088 -0.177 -0.101 0.09
H 2.64467 -0.79403 -0.93710 0.808 -0.084 0.465 0.09
H 2.24986 0.78812 -1.33281 0.426 0.441 0.074 0.09
H 1.04408 1.22466 0.67890 -0.545 -0.275 -0.715 0.12
H 1.46723 -1.68642 1.45365 -0.239 -0.158 -0.411 0.13
H -0.36454 -0.53007 2.81911 -0.247 -0.383 0.003 0.18
H -0.91837 0.14860 1.40531 0.123 0.420 -0.305 0.11
H -0.95181 -1.44718 1.51771 0.149 -0.302 0.418 0.17
H -1.94241 0.49174 -0.60128 -0.314 0.005 -0.360 0.01
H -1.83878 1.95038 -0.19371 -0.010 0.318 0.043 0.07
O -1.94804 1.07321 0.17559 0.376 -0.466 0.389 -0.05
H -1.92522 -0.65520 -2.95990 0.216 -0.255 -0.458 0.06
H -3.27201 -0.00697 -2.66607 -1.007 0.191 -0.469 0.05
O -2.42684 -0.19567 -2.29501 0.868 0.027 0.994 -0.02
```
Forces are in eV/Å.


4.
A cluster of 3 separate species, C3H12NO3 in total. Source: the OMol25 dataset; level of theory: wB97M-V/def2-TZVPD.

Charge   -1
Calculated total energy   -401.99833 hartree
HOMO-LUMO gap   7.80 eV
Energy relative to the best compared isomer or geometry (same formula, charge and spin)   0.4715 eV
LUMO level   4.11 eV

Geometry as XYZ:
```
19
Properties=species:S:1:pos:R:3:forces:R:3:lowdin_charge:R:1
C -1.48634 -0.56273 1.73962 -0.355 0.032 -1.561 -0.32
C -1.71958 -0.10031 0.29250 1.000 -0.575 -0.706 -0.22
C -0.56061 0.69793 -0.34802 0.203 -0.060 0.094 -0.42
O 0.60683 -0.03574 -0.44714 0.354 0.311 0.280 -0.36
N -0.31940 -1.42743 1.85016 0.570 -0.073 0.790 -0.03
H -2.36822 -1.17270 1.95017 -0.194 0.350 0.773 0.08
H -1.37172 0.32713 2.35454 -0.250 -0.159 0.530 0.10
H -1.67996 -1.04063 -0.28815 -0.534 0.199 -0.064 0.10
H -2.68571 0.39531 0.12371 0.069 -0.070 0.236 0.09
H -0.39520 1.62600 0.24963 -0.172 -0.029 -0.149 0.10
H -0.89497 1.01143 -1.35731 -0.196 0.217 0.110 0.10
H 0.46285 -0.84293 2.12488 0.011 -0.097 -0.062 0.05
H -0.02614 -1.71802 0.92396 -0.113 0.134 -0.155 0.04
H 1.31715 -0.66543 -1.78625 -0.406 0.021 -0.024 -0.02
H 2.51125 -0.81378 -2.79967 -0.055 0.111 0.077 -0.01
O 1.62198 -1.12956 -2.62390 0.187 -0.147 -0.088 -0.14
H 3.10944 2.08352 -0.62956 -0.095 -0.387 0.152 -0.01
H 1.71214 1.25450 -0.53365 0.065 -0.226 -0.206 -0.01
O 2.16623 2.11346 -0.79549 -0.090 0.448 -0.030 -0.13
```
Forces are in eV/Å.


5.
A cluster of 3 separate species, C3H12NO3 in total. Source: the OMol25 dataset; level of theory: wB97M-V/def2-TZVPD.

Charge   -1
Calculated total energy   -401.98237 hartree
HOMO-LUMO gap   7.79 eV
Energy relative to the best compared isomer or geometry (same formula, charge and spin)   0.9058 eV
LUMO level   4.13 eV

Geometry as XYZ:
```
19
Properties=species:S:1:pos:R:3:forces:R:3:lowdin_charge:R:1
C -0.94960 -1.84349 1.13942 -0.051 0.831 -0.466 -0.30
C -1.69442 -0.53782 0.74067 -0.317 1.205 -0.876 -0.19
C -0.94542 0.86057 0.58325 1.191 -0.826 -0.784 -0.40
O 0.13568 0.76013 -0.27994 -0.292 0.129 -0.064 -0.39
N 0.44112 -1.92080 0.70646 0.136 -1.005 1.411 -0.02
H -1.46612 -2.69993 0.69527 -0.125 0.096 -0.027 0.09
H -1.06347 -1.99609 2.22764 0.480 0.125 -0.208 0.09
H -2.08468 -0.61364 -0.27222 0.134 -0.547 -0.425 0.08
H -2.62634 -0.39641 1.29230 0.011 -0.096 0.638 0.08
H -0.52809 1.24947 1.51670 -0.584 0.093 0.755 0.08
H -1.61265 1.62728 0.11976 -0.585 -0.454 0.831 0.09
H 0.96448 -1.11010 0.99546 -0.138 0.221 -0.520 0.05
H 0.60001 -2.12796 -0.26583 -0.356 0.520 -0.135 0.05
H 0.13205 0.05778 -1.76324 0.698 -0.207 -0.007 0.00
H 1.56106 -0.02057 -2.20342 0.004 -0.017 -0.050 0.00
O 0.70777 -0.35556 -2.49603 -0.426 0.067 -0.007 -0.17
H 0.97110 2.42032 -0.30078 0.426 -0.201 -0.184 0.01
H 2.11881 1.98490 0.43887 0.251 0.062 -0.044 0.00
O 1.87676 2.76561 -0.07380 -0.457 0.004 0.162 -0.14
```
Forces are in eV/Å.


6.
A cluster of 3 separate species, C3H12NO3 in total. Source: the OMol25 dataset; level of theory: wB97M-V/def2-TZVPD.

Multiplicity   2
Charge   +2
Calculated total energy   -401.20311 hartree
HOMO-LUMO gap (alpha / beta)   9.07 / 4.99 eV
Energy relative to the best compared isomer or geometry (same formula, charge and spin)   0.0219 eV
LUMO level (alpha / beta)   -10.50 / -14.57 eV

Geometry as XYZ:
```
19
Properties=species:S:1:pos:R:3:forces:R:3:mulliken_spin:R:1
O 1.40537 -1.85306 1.34557 -0.404 -0.116 -0.051 0.72
C 0.25596 -1.59982 1.49997 0.100 0.556 0.414 0.00
C -0.42186 -0.35114 0.82116 0.078 2.204 -2.370 0.16
C -1.60979 -0.78393 -0.03383 -0.931 -1.353 0.663 0.01
N 0.63716 0.42497 -0.02069 -0.914 -1.648 0.629 0.00
H -0.37626 -2.21176 2.17807 -0.135 -0.160 0.046 0.09
H -0.81024 0.38528 1.52942 0.452 -0.658 0.884 0.00
H -1.59655 -0.77994 -1.12906 0.795 0.348 0.244 0.00
H -1.85282 -1.81637 0.23576 -0.167 -0.156 -0.199 0.01
H -2.49204 -0.25916 0.32810 -0.023 0.328 -0.114 0.02
H 0.69856 1.47284 0.12487 -0.220 0.182 0.700 0.00
H 1.48755 -0.02508 0.28500 1.058 0.745 -0.660 0.00
H 0.47028 0.21231 -1.02334 0.297 -0.227 -0.314 0.00
H 0.66474 -0.47126 -3.56453 0.023 0.280 -0.391 0.00
H 0.68704 -1.66804 -2.63400 -0.022 -0.103 -0.191 0.00
O 0.38161 -0.75563 -2.69394 0.025 -0.095 0.845 0.00
H 0.50798 3.30022 1.65618 0.174 0.149 -0.323 0.00
H 1.14784 3.77561 0.31006 -0.029 0.099 0.099 0.00
O 0.81545 3.00397 0.78522 -0.158 -0.375 0.089 0.00
```
Forces are in eV/Å.